[1]
Molecular formula: C4H8
Method: DFT, the ωB97M-V functional and the def2-TZVPD basis

Each line ends with the Mulliken charge.
Atoms and positions in Å:
H  -1.30  0.73  0.40  0.3032
H  -2.31  -0.79  0.50  0.3401
H  1.00  -0.24  -1.84  0.2884
H  1.56  -1.20  -0.46  0.1612
C  -0.36  -1.01  -0.31  -0.4472
C  1.30  0.78  0.03  -0.9695
H  -1.06  -0.44  1.69  0.2477
C  0.89  -0.35  -0.76  0.0838
H  -0.42  -2.10  -0.41  0.3543
H  1.25  0.73  1.11  0.3498
H  1.55  1.73  -0.42  0.2852
C  -1.30  -0.36  0.62  -0.9971

Summary:
Molecular weight (g/mol): 56.11
LUMO level (spin up / spin down) (eV): 0.9 / 0.5
HOMO-LUMO gap (spin up / spin down) (eV): 8.821 / 7.913
Net charge: 0
Relative energy (zero: lowest compared OMol25 entry of this formula, charge and spin) (eV): 3.315
Electronic energy (Eh): -157.0621

[2]
Molecular formula: C4H8
Method: DFT, the ωB97M-V functional and the def2-TZVPD basis

Each line ends with the Mulliken charge.
Atoms and positions in Å:
H  -1.52  -0.15  -0.13  0.0901
C  2.02  -0.88  0.38  -0.4174
H  2.39  1.41  0.54  0.3208
H  1.26  0.69  -1.82  0.3345
H  1.31  -1.45  0.97  0.2250
C  1.08  0.25  -0.89  -0.6790
H  -3.19  -0.59  0.56  0.2362
C  1.90  0.46  0.20  -0.0419
C  -2.49  0.23  0.19  -0.8639
H  -2.30  0.94  0.95  0.2466
H  2.51  -1.59  -0.35  0.2557
H  -2.95  0.70  -0.59  0.2934

Summary:
Molecular weight (g/mol): 56.11
LUMO level (eV): 0.1
HOMO-LUMO gap (eV): 8.786
Net charge: 0
Relative energy (zero: lowest compared OMol25 entry of this formula, charge and spin) (eV): 5.302
Electronic energy (Eh): -156.9891

[3]
Molecular formula: C4H8BNO2
Method: DFT, the ωB97M-V functional and the def2-TZVPD basis

Each line ends with the Mulliken charge.
Atoms and positions in Å:
H  -0.25  -0.93  -3.16  0.2756
N  0.41  1.94  0.43  -0.4684
C  1.08  1.16  -0.22  -0.3438
H  -1.49  -2.19  -1.73  0.2801
H  -0.90  -0.85  1.18  0.2459
C  -0.04  -0.24  1.35  -0.5596
O  0.16  -0.61  -2.38  -0.5327
H  -0.27  1.86  2.37  0.2771
B  -0.20  -0.98  -1.13  0.5404
C  -0.43  1.30  1.38  -0.4472
O  -1.16  -1.84  -0.81  -0.4889
H  0.60  -0.39  2.27  0.2607
C  0.73  -0.30  0.04  0.0609
H  1.58  -0.94  0.24  0.2371
H  -1.50  1.43  1.23  0.2686
H  1.68  1.57  -1.06  0.3942

Summary:
Molecular weight (g/mol): 112.92
LUMO level (eV): 0.1
HOMO-LUMO gap (eV): 9.250
Net charge: 0
Relative energy (zero: lowest compared OMol25 entry of this formula, charge and spin) (eV): 0.266
Structure (SMILES): OB(O)[C@H]1C=NCC1
Electronic energy (Eh): -387.3662

[4]
Molecular formula: C4H8BeF12N2O12S4
Method: DFT, the ωB97M-V functional and the def2-TZVPD basis

Each line ends with the Mulliken charge.
Atoms and positions in Å:
O  0.03  -19.66  -18.65  -0.6137
O  -4.58  -18.60  -19.08  -0.3990
O  -0.92  -16.26  -16.19  -0.5590
F  -6.83  -18.26  -17.03  -0.1397
S  -1.93  -16.82  -17.09  0.7873
H  -2.42  -21.44  -20.31  0.2537
O  -1.40  -21.94  -17.44  -0.3486
C  -7.28  -19.44  -16.62  0.5493
H  -5.02  -22.96  -18.31  0.2779
F  -3.62  -15.59  -15.26  -0.2092
O  -2.69  -20.46  -14.50  -0.4725
O  0.35  -17.28  -18.49  -0.6132
C  -3.61  -16.70  -16.04  0.6203
H  -5.37  -18.74  -19.60  0.2231
O  -4.70  -20.69  -12.99  -0.5063
F  -3.75  -17.73  -15.21  -0.2031
S  -4.06  -20.90  -14.27  0.7060
O  -2.50  -20.52  -20.05  -0.4219
H  -2.56  -20.04  -20.88  0.2581
F  1.69  -17.86  -16.12  -0.1802
C  -3.91  -22.79  -14.46  0.6709
O  -6.20  -18.85  -14.24  -0.3562
F  -7.10  -20.34  -17.62  -0.2423
H  -1.10  -22.39  -18.23  0.2246
O  -4.90  -22.02  -18.47  -0.4459
F  -5.15  -23.31  -14.58  -0.2213
F  1.61  -19.98  -16.56  -0.1997
F  -3.14  -23.11  -15.48  -0.1535
N  -4.95  -20.55  -15.75  0.0146
S  -6.30  -20.04  -15.07  0.8404
Be  -3.30  -20.23  -17.63  1.2523
N  -1.92  -18.35  -17.36  0.0327
O  -7.18  -21.10  -14.56  -0.3949
F  -3.41  -23.23  -13.31  -0.1825
S  -0.20  -18.51  -17.82  0.9295
H  -0.89  -22.33  -16.74  0.2558
H  -4.16  -17.84  -19.49  0.2576
C  0.89  -18.88  -16.27  0.6732
F  0.12  -19.00  -15.19  -0.1940
H  -5.69  -21.76  -18.95  0.2489
F  -8.58  -19.47  -16.36  -0.1684
F  -4.74  -16.58  -16.84  -0.2240
O  -2.25  -16.03  -18.30  -0.6268

Summary:
Molecular weight (g/mol): 641.37
LUMO level (spin up / spin down) (eV): -6.4 / -9.4
HOMO-LUMO gap (spin up / spin down) (eV): 6.769 / 3.686
Net charge: +1
2S+1: 2
Electronic energy (Eh): -3974.9291

[5]
Molecular formula: C4H8BiO
Method: DFT, the ωB97M-V functional and the def2-TZVPD basis

Each line ends with the Mulliken charge.
Atoms and positions in Å:
C  -0.83  0.38  -1.07  -0.2574
H  -1.93  0.51  -0.97  0.4286
H  1.24  -1.45  1.01  0.3624
C  -0.47  -0.17  0.27  -0.1642
H  1.30  -0.20  -0.13  0.2862
H  -0.39  1.39  -1.17  0.3972
Bi  -0.84  -0.96  -3.84  1.8797
H  2.09  -0.01  1.56  0.4449
H  0.17  1.64  1.24  0.2846
H  -0.39  0.30  2.38  0.3192
H  -0.71  -1.22  0.44  0.4851
C  -0.02  0.58  1.39  -0.3211
O  -0.45  -0.47  -2.07  -0.3371
C  1.23  -0.31  0.96  -0.8080

Summary:
Molecular weight (g/mol): 281.09
LUMO level (eV): -17.6
HOMO-LUMO gap (eV): 6.631
Net charge: +3
Relative energy (zero: lowest compared OMol25 entry of this formula, charge and spin) (eV): 0.000
Electronic energy (Eh): -445.5917

[6]
Molecular formula: C4H8Br2O2S2
Method: DFT, the ωB97M-V functional and the def2-TZVPD basis

Each line ends with the Mulliken charge.
Atoms and positions in Å:
C  0.76  -0.15  -0.01  -0.4811
S  0.98  -1.96  0.15  0.1472
O  -0.54  -0.83  -2.12  -0.5913
C  0.81  0.68  1.24  -0.5269
H  -0.61  -3.36  1.12  0.3322
H  0.20  1.98  -2.63  0.3874
H  0.57  1.64  0.83  0.3478
H  -1.53  2.20  -2.46  0.3363
Br  2.15  0.38  -1.17  0.0043
S  -0.68  0.21  -1.13  1.4057
C  -0.58  1.89  -1.86  -1.0372
H  -0.43  2.60  -1.03  0.3482
H  -0.18  -2.45  2.44  0.3419
Br  2.42  0.73  2.26  -0.0814
H  0.03  0.32  2.08  0.3027
H  -1.23  -1.63  1.22  0.2211
O  -1.84  0.08  -0.30  -0.6503
C  -0.32  -2.34  1.38  -0.8064

Summary:
Molecular weight (g/mol): 312.05
LUMO level (eV): 0.3
HOMO-LUMO gap (eV): 9.549
Net charge: 0
Relative energy (zero: lowest compared OMol25 entry of this formula, charge and spin) (eV): 0.000
Electronic energy (Eh): -6252.0185

[7]
Molecular formula: C4H8BrClN
Method: DFT, the ωB97M-V functional and the def2-TZVPD basis

Each line ends with the Mulliken charge.
Atoms and positions in Å:
C  1.97  0.73  -0.40  -0.3766
H  1.77  0.59  -1.36  0.3636
Br  -1.50  1.92  -0.09  -0.0138
H  -1.16  -0.24  2.09  0.3254
C  -0.32  0.19  0.03  0.6829
H  1.07  0.86  1.58  0.2781
H  0.24  -1.28  -1.33  0.4633
Cl  3.44  1.32  0.00  -0.0851
N  -1.11  -0.64  1.18  -0.3536
C  -0.56  -0.65  -1.15  -1.5900
H  -1.43  -1.18  -1.00  0.5203
H  -0.78  -1.53  1.19  0.2852
C  1.00  0.58  0.52  -0.3864
H  -0.57  -0.08  -2.03  0.4705
H  -2.06  -0.57  0.77  0.4163

Summary:
Molecular weight (g/mol): 185.47
LUMO level (eV): -4.4
HOMO-LUMO gap (eV): 9.186
Net charge: +1
Relative energy (zero: lowest compared OMol25 entry of this formula, charge and spin) (eV): 0.773
Structure (SMILES): C[C@]([NH3+])(Br)/C=C/Cl
Electronic energy (Eh): -3245.8596

[8]
Molecular formula: C4H8BrClO
Method: DFT, the ωB97M-V functional and the def2-TZVPD basis

Each line ends with the Mulliken charge.
Atoms and positions in Å:
O  1.04  1.36  -1.34  -0.4540
H  1.13  1.46  0.61  0.3711
H  -1.42  0.40  -2.02  0.3510
H  0.54  -2.20  1.65  0.4042
Br  -3.11  0.19  -0.53  -0.1157
C  -1.59  1.03  -1.14  -0.4904
C  0.72  -1.13  1.52  -1.2673
H  1.69  -1.19  2.09  0.3347
H  0.04  -0.53  2.07  0.3197
H  -0.92  0.90  -0.25  -0.1159
H  1.83  -1.09  -0.35  0.3250
Cl  -0.18  -1.61  -0.96  -0.1545
H  -1.64  2.21  -1.15  0.3546
C  0.91  0.84  -0.26  -0.2251
C  0.95  -0.63  0.05  0.3625

Summary:
Molecular weight (g/mol): 187.46
LUMO level (eV): -0.1
HOMO-LUMO gap (eV): 9.710
Net charge: 0
Relative energy (zero: lowest compared OMol25 entry of this formula, charge and spin) (eV): 1.751
Structure (SMILES): C[C@@H](Cl)C=O.CBr
Electronic energy (Eh): -3266.5647

[9]
Molecular formula: C4H8Cl3OP
Method: DFT, the ωB97M-V functional and the def2-TZVPD basis

Each line ends with the Mulliken charge.
Atoms and positions in Å:
H  0.58  -3.30  2.64  0.2703
P  1.43  -1.17  -1.48  0.1566
O  0.17  -0.16  -1.46  -0.1274
H  -1.56  2.05  0.29  0.5004
C  -0.11  0.65  -0.25  0.9757
H  1.87  1.08  0.25  0.5309
H  0.93  2.38  0.79  0.3129
C  1.06  1.55  -0.07  -1.5442
Cl  0.81  -2.18  -3.14  -0.2138
Cl  0.22  -2.67  0.39  -0.1017
Cl  -1.44  -1.83  2.72  -0.0872
C  -0.42  -3.04  2.11  -0.1779
H  1.33  2.18  -0.86  0.4371
H  -1.02  2.19  -1.33  0.3114
H  -2.19  0.80  -0.59  0.3652
H  -0.32  0.00  0.51  -0.1231
C  -1.37  1.47  -0.51  -1.4851

Summary:
Molecular weight (g/mol): 209.44
LUMO level (spin up / spin down) (eV): -1.1 / -0.5
HOMO-LUMO gap (spin up / spin down) (eV): 5.937 / 8.507
Net charge: 0
Relative energy (zero: lowest compared OMol25 entry of this formula, charge and spin) (eV): 5.020
Electronic energy (Eh): -1954.2561

[10]
Molecular formula: C4H8Cl4
Method: DFT, the ωB97M-V functional and the def2-TZVPD basis

Each line ends with the Mulliken charge.
Atoms and positions in Å:
H  -2.98  1.58  -0.48  0.3356
H  3.44  -0.65  -0.33  0.3371
H  -0.99  2.48  1.02  0.3088
H  -1.39  0.82  -0.70  0.2272
Cl  -2.89  2.35  2.31  -0.1900
C  1.87  -2.02  -0.80  -0.4505
C  -2.20  1.01  0.00  -0.2897
Cl  -3.00  -0.55  0.39  -0.1940
H  1.94  -2.57  0.15  0.3265
H  2.51  -2.59  -1.48  0.3045
C  2.39  -0.61  -0.64  -0.5205
H  -1.04  0.93  1.78  0.2336
Cl  0.22  -2.00  -1.49  -0.1543
C  -1.67  1.65  1.25  -0.4377
H  2.35  -0.07  -1.58  0.3176
Cl  1.46  0.25  0.61  -0.1541

Summary:
Molecular weight (g/mol): 197.92
LUMO level (eV): 0.7
HOMO-LUMO gap (eV): 11.193
Net charge: 0
Relative energy (zero: lowest compared OMol25 entry of this formula, charge and spin) (eV): 0.156
Structure (SMILES): ClCCCl.ClCCCl
Electronic energy (Eh): -1997.9806